1.
A gas-phase ion, C28H31F5N3O3 (charge +1) in a non-equilibrium geometry, computed with the ωB97M-V functional and the def2-TZVPD basis.

Results
LUMO	-2.7	eV
DFT total energy	-53730.2219	eV
HOMO-LUMO gap	8.46	eV
SMILES	COC(=O)[C@H]1CCC[N@@H+]1[C@H](/C=C/N1[C@H](Cc2c(F)c(F)c(F)c(F)c2F)C(=O)N(C)C1(C)C)c1ccccc1
total charge	+1
HOMO	-11.204	eV

Each line ends with the natural charge from an NBO analysis.
Cartesian coordinates (Å):
1 C 1.521 2.823 -3.486  -0.273
2 O 1.181 2.860 -2.065  -0.488
3 C -0.019 2.313 -1.865  0.777
4 O -0.530 1.584 -2.700  -0.587
5 C -0.621 2.589 -0.529  -0.142
6 C -0.547 4.041 -0.095  -0.430
7 C -1.995 4.557 -0.089  -0.429
8 C -2.916 3.376 -0.171  -0.205
9 N -2.105 2.154 -0.589  -0.386
10 C -2.411 0.916 0.280  -0.060
11 C -1.460 -0.350 0.230  -0.414
12 C -0.166 -0.195 0.596  0.149
13 N 0.627 -1.257 0.853  -0.454
14 C 2.041 -1.084 0.969  -0.119
15 C 2.706 -0.630 -0.320  -0.418
16 C 4.180 -0.535 -0.109  -0.156
17 C 5.052 -1.441 -0.700  0.365
18 F 4.539 -2.408 -1.509  -0.304
19 C 6.414 -1.425 -0.419  0.285
20 F 7.236 -2.318 -1.001  -0.277
21 C 6.917 -0.481 0.482  0.301
22 F 8.235 -0.452 0.754  -0.275
23 C 6.060 0.435 1.092  0.264
24 F 6.540 1.339 1.971  -0.282
25 C 4.704 0.394 0.790  0.387
26 F 3.856 1.245 1.441  -0.326
27 C 2.492 -2.520 1.381  0.693
28 O 3.608 -2.902 1.761  -0.600
29 N 1.353 -3.298 1.314  -0.453
30 C 1.439 -4.712 1.574  -0.424
31 C 0.106 -2.636 0.912  0.345
32 C -0.346 -3.171 -0.449  -0.634
33 C -1.007 -2.864 1.949  -0.649
34 C -3.894 0.565 0.014  0.001
35 C -4.935 1.474 -0.246  -0.247
36 C -6.276 1.077 -0.174  -0.186
37 C -6.583 -0.285 -0.021  -0.183
38 C -5.546 -1.238 0.013  -0.199
39 C -4.230 -0.803 0.003  -0.212
40 H 2.409 3.468 -3.601  0.216
41 H 1.783 1.784 -3.783  0.211
42 H 0.673 3.202 -4.104  0.208
43 H -0.205 1.884 0.182  0.258
44 H -0.087 4.038 0.910  0.239
45 H 0.048 4.714 -0.742  0.263
46 H -2.251 5.057 0.850  0.246
47 H -2.234 5.231 -0.918  0.229
48 H -3.163 3.102 0.846  0.219
49 H -3.833 3.614 -0.748  0.242
50 H -2.242 1.861 -1.570  0.470
51 H -2.293 1.398 1.373  0.214
52 H -1.768 -1.398 -0.103  0.236
53 H 0.314 0.769 0.836  0.169
54 H 2.341 -0.385 1.768  0.230
55 H 2.455 -1.350 -1.112  0.242
56 H 2.309 0.356 -0.576  0.215
57 H 2.498 -4.955 1.749  0.262
58 H 0.842 -4.976 2.462  0.204
59 H 1.053 -5.280 0.714  0.202
60 H 0.463 -3.130 -1.187  0.231
61 H -0.687 -4.200 -0.316  0.229
62 H -1.177 -2.616 -0.870  0.209
63 H -0.643 -2.668 2.965  0.235
64 H -1.862 -2.212 1.774  0.229
65 H -1.357 -3.901 1.876  0.230
66 H -4.793 2.515 -0.561  0.199
67 H -7.075 1.833 -0.137  0.231
68 H -7.604 -0.623 0.050  0.230
69 H -5.720 -2.315 0.144  0.233
70 H -3.410 -1.555 -0.007  0.210



2.
A molecular structure, C28H32As2N4O8OsS3, computed with the ωB97M-V functional and the def2-TZVPD basis.

Results
LUMO (spin up / spin down)	-6.4 / -7.5	eV
DFT total energy	-208530.6261	eV
relative energy (zero: lowest compared OMol25 entry of this formula, charge and spin)	0.00	kcal/mol
2S+1	5
HOMO-LUMO gap (spin up / spin down)	6.62 / 5.86	eV
total charge	+2
HOMO (spin up / spin down)	-12.977 / -13.363	eV

Each line ends with the Mulliken spin population.
Cartesian coordinates (Å):
1 Os -0.978 -1.627 -0.358  0.792
2 C -4.930 0.178 -0.936  0.001
3 C -3.533 -0.339 -0.991  0.005
4 N -2.881 -0.877 -0.020  -0.008
5 N -3.417 -1.077 1.229  0.000
6 C -2.675 -1.690 2.184  0.014
7 N -3.232 -1.832 3.373  0.002
8 S -1.116 -2.338 1.888  0.061
9 C -2.757 -0.275 -2.255  0.000
10 C -3.291 0.243 -3.415  -0.010
11 C -2.532 0.217 -4.582  0.001
12 C -1.263 -0.316 -4.541  0.000
13 C -0.772 -0.797 -3.336  0.013
14 N -1.496 -0.785 -2.221  0.051
15 H -5.374 0.151 0.055  0.000
16 H -5.568 -0.408 -1.600  0.000
17 H -4.959 1.214 -1.275  0.000
18 H -4.335 -0.707 1.430  0.001
19 H -4.109 -1.405 3.623  -0.001
20 H -2.685 -2.231 4.121  0.001
21 H -4.293 0.645 -3.424  0.000
22 H -2.939 0.608 -5.503  0.000
23 H -0.641 -0.362 -5.423  0.002
24 H 0.224 -1.211 -3.250  -0.017
25 S 1.094 -2.510 -0.777  0.469
26 C 0.800 -4.099 -1.383  0.024
27 C 1.891 -4.918 -1.717  0.061
28 C 1.670 -6.189 -2.198  0.008
29 C 0.363 -6.660 -2.350  0.071
30 C -0.719 -5.864 -2.025  0.011
31 C -0.506 -4.576 -1.538  0.068
32 S -1.874 -3.561 -1.134  0.371
33 H 2.897 -4.539 -1.593  0.002
34 H 2.506 -6.823 -2.455  0.002
35 H 0.194 -7.659 -2.728  0.004
36 H -1.729 -6.234 -2.144  0.000
37 C 1.329 -0.004 4.455  0.002
38 O -0.076 0.221 4.178  0.002
39 C -0.495 0.744 3.050  -0.012
40 O -1.681 0.739 2.774  0.000
41 C 0.455 1.351 2.058  -0.017
42 C 1.240 2.394 2.319  0.036
43 As 2.280 3.430 0.971  0.017
44 C 3.921 3.721 1.965  0.023
45 C 2.630 1.773 -0.034  0.489
46 C 1.426 1.454 -0.762  0.474
47 As -0.079 0.786 0.260  0.199
48 C -1.429 2.142 -0.080  0.052
49 C 1.152 1.974 -2.105  0.223
50 O 0.122 1.736 -2.711  0.113
51 O 2.150 2.722 -2.560  0.034
52 C 1.968 3.285 -3.877  -0.002
53 C 3.640 0.815 0.442  0.209
54 O 4.713 1.140 0.876  0.106
55 O 3.209 -0.457 0.354  0.035
56 C 4.173 -1.433 0.811  0.003
57 C 1.377 2.941 3.720  0.010
58 O 2.346 2.689 4.378  0.005
59 O 0.404 3.718 4.196  0.002
60 C -0.659 4.181 3.347  0.000
61 H 1.695 0.791 5.099  0.000
62 H 1.897 -0.038 3.527  -0.001
63 H 1.369 -0.960 4.967  0.000
64 H 3.729 4.553 2.642  0.006
65 H 4.665 4.018 1.227  -0.001
66 H 4.257 2.848 2.513  -0.002
67 H -0.964 3.118 0.058  -0.014
68 H -2.226 2.003 0.645  0.004
69 H -1.784 2.062 -1.105  -0.001
70 H 2.907 3.773 -4.112  0.000
71 H 1.152 4.004 -3.857  0.003
72 H 1.751 2.495 -4.592  0.002
73 H 3.880 -2.374 0.359  -0.003
74 H 4.130 -1.501 1.897  0.004
75 H 5.175 -1.146 0.506  0.001
76 H -1.146 4.971 3.910  0.000
77 H -1.369 3.382 3.143  0.000
78 H -0.265 4.593 2.417  -0.001



3.
A molecular structure, C28H32BF9N2O13S in a non-equilibrium geometry, computed with the ωB97M-V functional and the def2-TZVPD basis.

Results
LUMO	-0.2	eV
DFT total energy	-95121.0868	eV
HOMO-LUMO gap	8.35	eV
HOMO	-8.520	eV

Each line ends with the Löwdin charge.
Cartesian coordinates (Å):
1 C 3.069 -1.967 2.432  0.008
2 B 3.853 -1.084 1.385  -0.456
3 O 5.231 -1.125 1.481  0.130
4 C 3.202 -0.194 0.225  0.004
5 C 3.545 1.231 0.199  -0.119
6 C 4.445 1.769 1.302  -0.088
7 C 3.692 1.893 2.646  -0.211
8 O 2.691 2.561 2.748  0.072
9 C 3.086 2.085 -0.730  -0.068
10 C 3.425 3.573 -0.695  -0.126
11 O 3.174 4.260 -1.910  -0.153
12 O 1.918 4.910 -1.799  -0.040
13 C 2.235 1.575 -1.760  -0.270
14 N 1.647 2.192 -2.789  -0.198
15 S 0.813 1.052 -3.563  1.029
16 N 1.120 -0.273 -2.670  -0.195
17 C 1.924 0.196 -1.705  -0.323
18 C 2.375 -0.714 -0.709  -0.137
19 C 1.970 -2.161 -0.755  -0.097
20 C 0.454 -2.456 -0.602  -0.063
21 C -0.310 -1.541 0.332  -0.399
22 F 0.403 -1.208 1.436  0.119
23 F -0.616 -0.362 -0.286  0.116
24 C -1.636 -2.194 0.880  -0.346
25 F -1.406 -2.680 2.109  0.160
26 F -1.980 -3.275 0.133  0.129
27 C -2.875 -1.260 0.855  -0.330
28 F -3.255 -0.964 -0.388  0.173
29 F -3.897 -2.000 1.372  0.125
30 C -2.783 0.042 1.743  -0.523
31 F -1.848 -0.014 2.674  0.208
32 F -3.965 0.181 2.385  0.131
33 F -2.671 1.103 0.951  0.188
34 H 2.260 -1.453 2.956  0.064
35 H 2.699 -2.877 1.946  0.066
36 H 3.776 -2.324 3.196  0.070
37 H 5.581 -0.856 0.621  0.109
38 H 5.358 1.182 1.412  0.107
39 H 4.789 2.784 1.087  0.106
40 H 4.167 1.356 3.501  0.134
41 H 4.473 3.758 -0.440  0.125
42 H 2.799 4.030 0.083  0.144
43 H 2.163 5.799 -1.486  0.066
44 H 2.508 -2.793 -0.054  0.090
45 H 2.245 -2.528 -1.753  0.132
46 H 0.372 -3.501 -0.246  0.095
47 H -0.059 -2.437 -1.568  0.134
48 C -6.721 -0.544 3.257  -0.023
49 C -7.436 -1.542 4.136  -0.330
50 C -8.939 -1.435 4.097  -0.103
51 O -9.311 -1.921 5.390  0.060
52 C -8.273 -1.655 6.228  -0.558
53 O -8.329 -1.725 7.411  0.168
54 O -7.167 -1.294 5.525  0.087
55 H -5.648 -0.662 3.348  0.061
56 H -7.000 -0.675 2.211  0.098
57 H -6.955 0.477 3.562  0.097
58 H -7.102 -2.557 3.903  0.159
59 H -9.387 -2.040 3.311  0.138
60 H -9.292 -0.404 3.999  0.139
61 C -1.959 -7.815 -1.909  -0.020
62 C -0.489 -7.581 -1.658  -0.328
63 C 0.003 -8.109 -0.334  -0.091
64 O 1.099 -7.229 -0.051  0.079
65 C 0.827 -6.052 -0.660  -0.528
66 O 1.410 -5.033 -0.453  0.144
67 O -0.201 -6.178 -1.530  0.097
68 H -2.254 -7.392 -2.869  0.088
69 H -2.189 -8.880 -1.910  0.092
70 H -2.564 -7.321 -1.147  0.093
71 H 0.103 -7.973 -2.489  0.160
72 H 0.337 -9.142 -0.387  0.141
73 H -0.734 -8.011 0.467  0.142
74 C 1.773 9.032 -5.489  -0.022
75 C 2.890 8.942 -4.479  -0.331
76 C 3.897 7.858 -4.768  -0.091
77 O 4.373 7.534 -3.457  0.078
78 C 3.368 7.809 -2.594  -0.551
79 O 3.342 7.453 -1.457  0.150
80 O 2.395 8.534 -3.193  0.096
81 H 1.070 9.819 -5.212  0.087
82 H 2.163 9.248 -6.484  0.091
83 H 1.207 8.100 -5.524  0.094
84 H 3.374 9.915 -4.362  0.159
85 H 4.712 8.195 -5.406  0.140
86 H 3.449 6.961 -5.203  0.144